Density functional theory data (wB97M-V/def2-TZVPD) for a 2-piece molecular cluster, C8H9N2OP overall.

Summary:
**Frontier orbital gap**: 7.98 eV
**Calculated total energy**: -836.299917 Ha
**Energy above the lowest of the compared OMol25 structures with the same formula, charge and spin**: 0.000 eV
**Multiplicity**: 1

Positions of all 21 atoms, in Å:
C (-0.53, 2.06, -0.32)
C (-0.67, 0.74, -0.11)
C (-1.73, 0.23, 0.75)
C (-2.13, -1.03, 0.70)
C (-1.59, -2.01, -0.19)
C (-0.59, -1.65, -1.01)
C (-0.03, -2.56, -1.92)
N (0.51, -3.24, -2.68)
C (0.21, -0.35, -0.81)
H (-0.88, 2.96, 0.20)
H (0.23, 2.29, -1.13)
H (-2.31, 0.99, 1.24)
H (-2.84, -1.40, 1.52)
H (-2.11, -2.94, -0.19)
H (0.68, 0.01, -1.84)
H (1.22, -0.42, -0.25)
N (1.56, -0.69, 2.52)
P (2.57, 0.66, 2.20)
O (3.01, 0.55, 0.80)
H (0.98, -0.85, 3.31)
H (1.41, -1.38, 1.73)

What are the Löwdin partial charges on each atom? They are as follows, in elementary charge units: 0.054, -0.306, -0.079, -0.107, -0.038, -0.226, -0.212, 0.162, -0.088, 0.075, 0.083, 0.112, 0.133, 0.114, 0.160, 0.095, -0.202, 0.732, -0.526, 0.005, 0.060



Density functional theory data (wB97M-V/def2-TZVPD) for a 2-piece molecular cluster, C8H9N3O overall.

Summary:
**Frontier orbital gap**: 7.94 eV
**Calculated total energy**: -549.585161 Ha
**Energy above the lowest of the compared OMol25 structures with the same formula, charge and spin**: 4.242 eV
**Multiplicity**: 1

Positions of all 21 atoms, in Å:
O (0.66, -0.28, 0.10)
N (-0.51, -0.54, 0.36)
C (-0.88, -1.27, 1.37)
C (-2.44, -1.30, 1.56)
C (-2.81, -0.08, 0.67)
C (-1.69, 0.09, -0.30)
H (-0.19, -1.83, 2.05)
H (-2.75, -1.46, 2.53)
H (-2.91, -2.20, 1.08)
H (-3.77, -0.17, 0.20)
H (-2.94, 0.73, 1.44)
H (-1.89, -0.41, -1.28)
H (-1.54, 1.09, -0.39)
N (5.46, -0.51, -0.90)
C (4.42, -0.17, -1.27)
C (3.20, 0.48, -1.65)
C (2.73, 1.42, -0.83)
C (1.45, 2.03, -0.95)
N (0.34, 2.35, -1.06)
H (2.63, 0.13, -2.47)
H (3.42, 1.90, -0.25)

What are the Löwdin partial charges on each atom? They are as follows, in elementary charge units: -0.074, -0.279, -0.008, -0.139, -0.178, -0.096, 0.144, 0.070, 0.116, 0.101, 0.134, 0.155, 0.052, 0.160, -0.206, -0.060, -0.085, -0.190, 0.178, 0.112, 0.095



Density functional theory data (wB97M-V/def2-TZVPD) for a 2-piece molecular cluster, C8H9N3S overall.

Summary:
**Frontier orbital gap (alpha / beta)**: 6.37 / 6.90 eV
**Calculated total energy**: -872.555048 Ha
**Energy above the lowest of the compared OMol25 structures with the same formula, charge and spin**: 3.945 eV
**Multiplicity**: 1

Positions of all 21 atoms, in Å:
C (-2.51, 1.08, 0.11)
C (-2.73, -0.15, 0.77)
C (-1.41, 1.24, -0.69)
C (-1.88, -1.20, 0.59)
C (-0.49, 0.20, -0.85)
C (-0.76, -1.10, -0.30)
C (2.55, 1.38, -0.24)
C (2.17, -0.85, 0.72)
N (3.44, 0.35, -0.62)
N (3.22, -0.76, -0.08)
N (0.04, -2.06, -0.62)
S (1.26, 0.61, 0.85)
H (-3.23, 1.87, 0.24)
H (-3.60, -0.27, 1.41)
H (-1.23, 2.18, -1.19)
H (-2.06, -2.15, 1.07)
H (0.27, 0.25, -1.62)
H (3.06, 2.13, 0.37)
H (2.10, 1.88, -1.10)
H (1.94, -1.71, 1.30)
H (-0.15, -2.93, -0.13)

What are the Löwdin partial charges on each atom? They are as follows, in elementary charge units: -0.087, -0.088, -0.124, -0.032, -0.184, -0.480, -0.416, -0.440, -0.057, -0.065, 0.133, 1.025, 0.102, 0.104, 0.106, 0.108, 0.108, 0.085, 0.086, 0.061, 0.054



Density functional theory data (wB97M-V/def2-TZVPD) for a 2-piece molecular cluster, C8H9N5 overall.

Summary:
**Frontier orbital gap (alpha / beta)**: 8.07 / 7.56 eV
**Calculated total energy**: -583.831136 Ha
**Energy above the lowest of the compared OMol25 structures with the same formula, charge and spin**: 6.659 eV
**Multiplicity**: 1

Positions of all 22 atoms, in Å:
C (2.91, 1.27, 0.02)
C (1.74, 1.74, -0.56)
C (2.83, 0.08, 0.74)
C (0.49, 1.11, -0.37)
C (1.64, -0.61, 0.93)
C (-2.40, 0.09, -0.93)
C (-2.79, 0.02, 1.19)
C (0.46, -0.11, 0.36)
N (-3.57, 0.68, -0.70)
N (-3.80, 0.65, 0.65)
N (-1.82, -0.23, 0.22)
N (-0.47, -2.13, -1.24)
N (-0.64, -0.79, 0.60)
H (3.89, 1.54, -0.21)
H (1.66, 2.65, -1.13)
H (3.72, -0.26, 1.36)
H (-0.43, 1.53, -0.67)
H (1.57, -1.60, 1.45)
H (-1.85, -0.15, -1.79)
H (-2.84, -0.31, 2.16)
H (-0.85, -3.01, -0.74)
H (0.55, -2.13, -1.35)

What are the Löwdin partial charges on each atom? They are as follows, in elementary charge units: -0.073, -0.052, -0.093, 0.024, -0.030, -0.185, -0.122, -0.354, 0.010, 0.007, -0.116, 0.102, 0.110, 0.089, 0.099, 0.130, 0.090, 0.135, 0.091, 0.093, 0.047, 0.000



Density functional theory data (wB97M-V/def2-TZVPD) for one molecule with the formula C8H9NO.

Summary:
**Frontier orbital gap (alpha / beta)**: 8.36 / 6.29 eV
**Calculated total energy**: -440.028045 Ha
**Energy above the lowest of the compared OMol25 structures with the same formula, charge and spin**: 6.076 eV
**Multiplicity**: 1

Positions of all 19 atoms, in Å:
C (0.55, -1.30, -2.49)
C (0.88, -0.07, -1.81)
C (-0.23, -2.02, -1.65)
C (0.26, -0.12, -0.58)
C (-1.85, -0.75, 1.38)
C (-1.43, -1.61, 0.47)
C (0.29, 0.69, 0.56)
C (0.94, 2.73, 1.62)
N (-0.45, -1.36, -0.53)
O (0.56, 2.02, 0.45)
H (0.88, -1.62, -3.52)
H (1.50, 0.79, -2.17)
H (-0.84, -2.88, -1.69)
H (-2.45, -1.01, 2.20)
H (-1.94, -2.54, 0.53)
H (0.20, 0.19, 1.40)
H (1.33, 2.13, 2.45)
H (0.06, 3.19, 1.98)
H (1.74, 3.52, 1.41)

What are the Löwdin partial charges on each atom? They are as follows, in elementary charge units: -0.078, -0.020, -0.122, -0.204, 0.094, -0.192, -0.046, -0.066, -0.058, -0.077, 0.116, 0.128, 0.116, -0.006, 0.094, 0.040, 0.093, 0.069, 0.118



Density functional theory data (wB97M-V/def2-TZVPD) for one molecule with the formula C8H9NO.

Summary:
**Frontier orbital gap**: 9.69 eV
**Calculated total energy**: -440.097484 Ha
**Energy above the lowest of the compared OMol25 structures with the same formula, charge and spin**: 4.186 eV
**Multiplicity**: 1

Positions of all 19 atoms, in Å:
N (0.56, -0.47, -3.51)
C (0.80, -0.12, -2.19)
C (-0.45, -0.33, -1.28)
O (-1.38, -0.83, -1.63)
C (-0.34, -0.01, 0.23)
C (-1.31, 0.60, 0.79)
C (-1.25, 1.02, 2.19)
C (-0.11, 0.52, 3.02)
C (0.93, -0.14, 2.37)
C (0.76, -0.41, 0.93)
H (-0.21, 0.07, -3.95)
H (0.13, -1.33, -3.53)
H (1.64, -0.88, -1.58)
H (1.10, 0.78, -2.30)
H (-2.26, 0.76, 0.33)
H (-2.06, 1.33, 2.70)
H (-0.17, 0.94, 4.06)
H (1.81, -0.50, 2.96)
H (1.80, -0.99, 0.40)

What are the Löwdin partial charges on each atom? They are as follows, in elementary charge units: 0.007, -0.212, -0.398, 0.190, -0.248, -0.058, 0.008, -0.075, -0.091, -0.032, 0.113, 0.034, 0.183, 0.040, 0.115, 0.041, 0.107, 0.105, 0.171